1.
Computed, not measured: a 5-piece molecular cluster, C31H45NO4S overall, with ωB97M-V/def2-TZVPD.

Molar mass   527.8 u
E   -1962.006799 a.u.
Lowest unoccupied orbital energy   0.65 eV
HOMO energy   -8.05 eV
2S+1   1
SMILES   C=CCc1ccc2c(c1)Sc1ccccc1N2.C1CCOC1.C1CCOC1.C1CCOC1.C1CCOC1
Kohn-Sham gap   8.7 eV
Net charge   0

Last column: Löwdin charge in e.
Atoms and positions in Å:
C: 2.00 -6.73 -0.76  -0.010
C: 2.81 -5.65 -0.67  -0.147
C: 2.56 -4.33 -1.38  -0.149
C: 1.21 -3.70 -1.14  -0.217
C: 1.07 -2.56 -0.36  -0.035
C: -0.17 -1.99 -0.13  0.004
C: -1.32 -2.54 -0.68  -0.266
C: -1.18 -3.67 -1.48  -0.445
C: 0.06 -4.24 -1.71  -0.059
S: -2.65 -4.37 -2.18  1.029
C: -3.72 -4.13 -0.78  -0.457
C: -4.67 -5.08 -0.43  -0.101
C: -5.48 -4.88 0.67  -0.086
C: -5.32 -3.71 1.41  -0.087
C: -4.39 -2.75 1.05  -0.016
C: -3.58 -2.94 -0.06  -0.273
N: -2.62 -1.96 -0.46  0.056
H: 0.93 -6.67 -0.59  0.053
H: 2.43 -7.70 -1.02  0.051
H: 3.71 -5.76 -0.07  0.094
H: 3.36 -3.64 -1.14  0.089
H: 2.65 -4.53 -2.46  0.125
H: 1.94 -2.11 0.11  0.114
H: -0.28 -1.10 0.48  0.097
H: 0.11 -5.13 -2.33  0.110
H: -4.74 -5.98 -1.03  0.103
H: -6.21 -5.62 0.96  0.103
H: -5.93 -3.56 2.29  0.101
H: -4.26 -1.84 1.62  0.106
H: -2.96 -1.56 -1.33  0.135
C: 3.55 0.64 -1.79  -0.157
C: 4.94 0.65 -1.16  -0.166
C: 5.01 -0.73 -0.53  -0.194
O: 4.20 -1.59 -1.34  -0.176
C: 3.43 -0.80 -2.26  -0.200
H: 3.43 1.36 -2.59  0.114
H: 2.80 0.86 -1.02  0.114
H: 5.70 0.75 -1.95  0.114
H: 5.10 1.46 -0.45  0.101
H: 4.59 -0.72 0.48  0.117
H: 6.02 -1.13 -0.48  0.117
H: 3.85 -0.93 -3.26  0.120
H: 2.40 -1.16 -2.26  0.105
C: -3.30 1.33 2.11  -0.173
C: -3.00 2.76 2.54  -0.175
C: -1.57 2.63 3.06  -0.203
O: -0.96 1.58 2.30  -0.141
C: -1.96 0.88 1.55  -0.219
H: -4.11 1.26 1.38  0.101
H: -3.58 0.73 2.98  0.115
H: -3.03 3.43 1.68  0.111
H: -3.69 3.15 3.29  0.109
H: -1.56 2.34 4.12  0.116
H: -0.99 3.54 2.95  0.115
H: -1.86 1.15 0.50  0.120
H: -1.80 -0.19 1.65  0.089
C: 8.22 4.61 0.22  -0.170
C: 8.79 4.90 -1.17  -0.171
C: 8.13 3.80 -2.00  -0.205
O: 6.87 3.53 -1.39  -0.154
C: 6.81 4.16 -0.11  -0.208
H: 8.25 5.47 0.89  0.111
H: 8.78 3.79 0.69  0.114
H: 8.45 5.88 -1.51  0.113
H: 9.87 4.87 -1.22  0.111
H: 8.73 2.88 -1.98  0.117
H: 7.98 4.09 -3.04  0.116
H: 6.13 5.02 -0.18  0.118
H: 6.40 3.46 0.62  0.111
C: -7.24 2.69 -0.02  -0.168
C: -8.15 3.01 1.15  -0.169
C: -7.15 3.18 2.29  -0.203
O: -5.95 3.68 1.69  -0.158
C: -6.03 3.58 0.27  -0.208
H: -7.68 2.89 -1.00  0.111
H: -6.95 1.64 0.01  0.112
H: -8.68 3.95 0.97  0.113
H: -8.89 2.24 1.36  0.111
H: -6.92 2.22 2.76  0.117
H: -7.49 3.88 3.06  0.117
H: -6.17 4.58 -0.15  0.118
H: -5.10 3.16 -0.11  0.110

***

2.
Computed, not measured: a 8-piece molecular cluster, C21H58ClN2O7 overall, with ωB97M-V/def2-TZVPD.

Molar mass   486.2 u
E   -1930.991180 a.u.
Lowest unoccupied orbital energy   -3.01 eV
HOMO energy   -11.84 eV
2S+1   1
Kohn-Sham gap   8.8 eV
Net charge   +1

Last column: Löwdin charge in e.
Atoms and positions in Å:
C: 4.25 -0.14 2.11  -0.082
C: 4.95 -0.36 0.77  -0.278
C: 4.94 0.82 -0.22  -0.616
Cl: 6.06 0.38 -1.55  0.690
C: 3.60 1.24 -0.85  -0.357
C: 2.78 0.05 -1.34  -0.063
N: 1.83 -0.47 -0.29  0.088
C: 0.91 0.59 0.32  -0.087
C: 1.41 1.99 -0.02  -0.171
N: 2.84 2.11 0.04  0.003
H: 4.83 0.53 2.75  0.091
H: 4.15 -1.08 2.66  0.086
H: 3.26 0.29 2.03  0.044
H: 4.57 -1.25 0.26  0.098
H: 6.00 -0.59 0.96  0.107
H: 5.36 1.70 0.27  0.122
H: 3.83 1.81 -1.75  0.099
H: 2.15 0.30 -2.20  0.143
H: 3.43 -0.77 -1.63  0.124
H: 2.36 -0.93 0.45  0.147
H: 1.25 -1.19 -0.71  0.180
H: 0.90 0.40 1.39  0.097
H: -0.09 0.39 -0.05  0.131
H: 1.05 2.31 -1.01  0.128
H: 0.96 2.68 0.70  0.134
H: 3.20 2.15 0.98  0.110
C: -3.19 0.69 3.30  -0.080
C: -2.21 -0.46 3.25  -0.297
O: -0.93 -0.08 2.72  -0.113
H: -3.34 1.12 2.30  0.077
H: -4.15 0.32 3.66  0.059
H: -2.84 1.48 3.97  0.079
H: -2.57 -1.25 2.60  0.092
H: -2.08 -0.90 4.25  0.115
H: -0.58 0.59 3.31  0.081
C: -7.38 -0.95 5.83  -0.088
C: -6.27 -1.97 5.70  -0.313
O: -5.05 -1.40 5.21  -0.105
H: -7.57 -0.46 4.87  0.076
H: -8.30 -1.42 6.17  0.078
H: -7.12 -0.18 6.56  0.074
H: -6.54 -2.74 4.97  0.109
H: -6.10 -2.48 6.65  0.112
H: -4.77 -0.74 5.85  0.080
C: -2.41 -4.35 1.49  -0.081
C: -3.76 -4.96 1.17  -0.320
O: -4.65 -4.90 2.27  -0.071
H: -1.97 -4.84 2.36  0.056
H: -1.72 -4.44 0.65  0.073
H: -2.51 -3.28 1.72  0.049
H: -3.65 -6.01 0.93  0.114
H: -4.20 -4.47 0.28  0.109
H: -4.80 -3.99 2.51  0.077
C: -0.02 -6.23 4.52  -0.088
C: -0.04 -4.72 4.68  -0.346
O: 0.59 -4.29 5.88  -0.079
H: -0.52 -6.71 5.37  0.082
H: -0.54 -6.53 3.60  0.065
H: 1.00 -6.61 4.46  0.074
H: -1.06 -4.36 4.74  0.107
H: 0.43 -4.24 3.81  0.101
H: 1.49 -4.61 5.89  0.080
C: 4.69 2.90 -5.13  -0.086
C: 4.78 4.02 -4.12  -0.301
O: 4.73 3.54 -2.77  -0.108
H: 3.77 2.33 -5.00  0.072
H: 4.70 3.29 -6.15  0.074
H: 5.54 2.22 -5.03  0.075
H: 3.92 4.69 -4.20  0.105
H: 5.68 4.62 -4.27  0.116
H: 5.50 2.98 -2.64  0.047
C: 0.29 5.43 -5.96  -0.083
C: 1.02 4.10 -6.09  -0.334
O: 2.18 4.20 -6.90  -0.087
H: 0.01 5.81 -6.94  0.080
H: -0.61 5.30 -5.37  0.068
H: 0.92 6.17 -5.47  0.073
H: 0.38 3.36 -6.58  0.101
H: 1.27 3.71 -5.10  0.097
H: 2.77 4.85 -6.51  0.068
C: -3.41 1.41 -5.55  -0.088
C: -1.92 1.34 -5.33  -0.322
O: -1.39 2.51 -4.70  -0.096
H: -3.66 2.29 -6.16  0.080
H: -3.77 0.52 -6.07  0.078
H: -3.95 1.48 -4.61  0.073
H: -1.39 1.27 -6.28  0.111
H: -1.66 0.44 -4.75  0.103
H: -1.85 2.62 -3.86  0.079

***

3.
Computed, not measured: a 11-piece molecular cluster, C37H99Cl12N13O6P4 overall, with ωB97M-V/def2-TZVPD.

Molar mass   1371.6 u
E   -9520.175090 a.u.
Lowest unoccupied orbital energy (alpha / beta)   1.54 / 1.54 eV
HOMO energy (alpha / beta)   -0.64 / -4.39 eV
2S+1   2
Kohn-Sham gap (alpha / beta)   2.2 / 5.9 eV
Net charge   -1
Expectation value of S²   0.753

Last column: Löwdin charge in e.
Atoms and positions in Å:
O: -1.02 5.58 -0.35  -0.267
P: -0.57 5.67 -1.74  0.533
N: 1.09 5.93 -1.97  -0.297
C: 2.08 4.80 -1.75  -0.079
C: 1.62 7.22 -1.61  -0.123
N: -1.37 6.87 -2.64  -0.288
C: -2.78 7.19 -2.22  -0.095
C: -1.05 7.13 -4.06  -0.104
N: -0.97 4.24 -2.58  -0.280
C: -2.13 3.47 -2.24  -0.124
C: -0.40 4.01 -3.97  -0.092
H: 1.85 3.81 -2.14  0.070
H: 2.35 4.82 -0.69  0.070
H: 3.09 5.00 -2.10  0.071
H: 2.68 7.18 -1.37  0.084
H: 1.09 7.53 -0.70  0.088
H: 1.48 7.91 -2.44  0.070
H: -2.89 7.30 -1.14  0.063
H: -3.09 8.11 -2.71  0.072
H: -3.46 6.41 -2.55  0.063
H: 0.03 7.11 -4.21  0.069
H: -1.53 6.35 -4.65  0.056
H: -1.49 8.08 -4.37  0.076
H: -2.07 3.02 -1.24  0.075
H: -3.03 4.08 -2.25  0.062
H: -2.36 2.72 -2.99  0.060
H: -1.18 4.29 -4.67  0.060
H: -0.17 2.96 -4.13  0.063
H: 0.50 4.62 -4.10  0.064
O: -4.31 -2.29 1.51  -0.326
P: -4.27 -2.50 3.02  0.592
N: -5.50 -3.57 3.59  -0.292
C: -5.63 -3.98 5.00  -0.129
C: -6.30 -4.40 2.59  -0.093
N: -4.52 -1.10 3.92  -0.295
C: -5.87 -0.45 4.03  -0.086
C: -3.46 -0.08 4.02  -0.115
N: -2.82 -3.18 3.59  -0.295
C: -2.45 -3.34 4.96  -0.144
C: -1.89 -3.88 2.67  -0.109
H: -6.59 -4.48 5.13  0.073
H: -5.51 -3.16 5.70  0.068
H: -4.86 -4.69 5.30  0.061
H: -5.63 -4.69 1.77  0.058
H: -6.94 -3.71 2.04  0.065
H: -6.87 -5.26 2.93  0.072
H: -5.90 0.05 5.00  0.079
H: -6.00 0.27 3.23  0.055
H: -6.64 -1.22 4.02  0.068
H: -3.48 0.41 3.04  0.066
H: -3.54 0.69 4.79  0.093
H: -2.43 -0.40 4.09  0.062
H: -3.25 -2.92 5.57  0.064
H: -2.37 -4.40 5.21  0.080
H: -1.49 -2.89 5.23  0.079
H: -0.87 -3.84 3.05  0.050
H: -1.85 -3.38 1.70  0.062
H: -2.15 -4.93 2.53  0.068
O: 3.03 -5.45 -5.67  -0.297
P: 2.13 -4.32 -5.40  0.575
N: 1.11 -3.93 -6.70  -0.311
C: -0.15 -3.20 -6.50  -0.132
C: 1.72 -3.96 -8.05  -0.097
N: 2.89 -2.80 -5.06  -0.301
C: 4.34 -2.73 -5.29  -0.102
C: 2.12 -1.60 -4.83  -0.129
N: 1.10 -4.61 -4.05  -0.279
C: -0.04 -5.68 -4.07  -0.063
C: 1.54 -4.36 -2.68  -0.138
H: -0.09 -2.21 -6.95  0.067
H: -0.49 -3.14 -5.47  0.030
H: -0.91 -3.82 -6.98  0.082
H: 2.38 -3.09 -8.11  0.070
H: 0.95 -3.77 -8.79  0.077
H: 2.34 -4.84 -8.25  0.078
H: 4.74 -3.55 -5.89  0.067
H: 4.62 -1.80 -5.78  0.081
H: 4.81 -2.88 -4.32  0.046
H: 1.21 -1.88 -4.30  0.043
H: 2.68 -0.90 -4.22  0.085
H: 1.83 -1.20 -5.80  0.074
H: -1.00 -5.17 -4.00  0.063
H: -0.04 -6.20 -5.03  0.070
H: 0.01 -6.44 -3.30  0.066
H: 0.72 -4.49 -1.98  0.055
H: 1.94 -3.37 -2.47  0.054
H: 2.38 -5.00 -2.46  0.083
O: 2.83 1.06 1.14  -0.300
P: 1.50 0.42 1.25  0.631
N: 1.01 -0.41 -0.16  -0.287
C: -0.18 -1.22 -0.15  -0.159
C: 1.77 -0.35 -1.48  -0.063
N: 0.27 1.59 1.61  -0.254
C: 0.36 2.97 1.11  -0.084
C: -0.99 1.14 2.21  -0.141
N: 1.46 -0.81 2.48  -0.287
C: 1.87 -2.19 2.19  -0.122
C: 1.49 -0.43 3.87  -0.110
H: -0.53 -1.41 0.86  0.058
H: 0.06 -2.24 -0.43  0.063
H: -0.97 -0.86 -0.82  0.043
H: 2.28 0.61 -1.51  0.071
H: 1.15 -0.50 -2.37  0.041
H: 2.47 -1.18 -1.50  0.050
H: 1.40 3.22 0.90  0.057
H: -0.29 3.29 0.29  0.041
H: 0.09 3.70 1.88  0.078
H: -1.24 1.50 3.21  0.079
H: -1.80 1.35 1.52  0.074
H: -1.03 0.05 2.31  0.045
H: 2.91 -2.37 2.44  0.050
H: 1.23 -2.95 2.62  0.044
H: 1.76 -2.40 1.12  0.046
H: 0.73 -0.91 4.47  0.077
H: 1.15 0.61 3.92  0.077
H: 2.50 -0.52 4.27  0.079
C: -1.69 5.06 4.23  -0.072
N: -0.24 4.98 4.46  -0.630
O: 0.23 3.86 4.78  -0.200
O: 0.32 6.06 4.49  -0.174
H: -2.01 6.10 4.24  0.061
H: -2.27 4.58 5.02  0.056
H: -1.93 4.61 3.27  0.031
Cl: 4.08 2.59 5.32  0.525
C: 3.53 3.01 3.65  -0.632
C: 4.52 3.81 2.86  -0.563
Cl: 6.18 2.98 2.65  0.469
H: 2.52 3.40 3.72  0.064
H: 3.54 1.98 3.29  0.011
H: 4.62 4.73 3.44  0.071
H: 4.08 4.10 1.91  0.068
Cl: 6.84 0.13 6.92  0.503
C: 6.28 -0.44 5.28  -0.632
C: 6.33 -1.97 5.12  -0.615
Cl: 5.74 -2.52 3.48  0.547
H: 6.96 -0.07 4.52  0.064
H: 5.31 0.03 5.09  0.017
H: 5.86 -2.59 5.89  0.064
H: 7.39 -2.16 5.28  0.061
Cl: -4.17 -0.38 -5.45  0.515
C: -2.36 -0.15 -5.48  -0.620
C: -1.71 -0.11 -4.11  -0.629
Cl: -1.76 -1.69 -3.27  0.597
H: -2.24 0.82 -5.97  0.066
H: -1.86 -0.90 -6.10  0.046
H: -2.27 0.65 -3.56  0.048
H: -0.65 0.15 -4.18  0.061
Cl: -5.61 3.30 3.10  0.605
C: -5.04 3.43 1.48  -0.754
C: -5.19 4.73 0.76  -0.640
Cl: -4.07 5.83 1.54  0.600
H: -5.60 2.71 0.88  0.074
H: -3.98 3.21 1.62  0.045
H: -6.17 5.18 0.92  0.066
H: -4.87 4.74 -0.29  0.061
Cl: 5.51 -2.24 -1.46  0.550
C: 5.36 -1.32 0.02  -0.674
C: 5.78 0.19 -0.20  -0.622
Cl: 7.52 0.28 -0.67  0.500
H: 6.03 -1.71 0.79  0.021
H: 4.30 -1.39 0.24  0.036
H: 5.60 0.75 0.72  0.031
H: 5.22 0.56 -1.06  0.053
Cl: -0.03 -7.79 3.39  0.537
C: -0.30 -7.85 1.63  -0.658
C: 0.78 -7.19 0.83  -0.643
Cl: 0.92 -5.41 1.01  0.589
H: -1.25 -7.39 1.33  0.071
H: -0.43 -8.88 1.31  0.075
H: 0.54 -7.28 -0.23  0.062
H: 1.79 -7.53 1.05  0.070

***

4.
Computed, not measured: one molecule with the formula C5H9NO2, with ωB97M-V/def2-TZVPD.

Molar mass   115.1 u
Relative energy (zero: lowest compared OMol25 entry of this formula, charge and spin)   71.8 kcal per mole
E   -401.062311 a.u.
Lowest unoccupied orbital energy   0.63 eV
HOMO energy   -9.49 eV
2S+1   1
SMILES   C[C@@H]1[C@@H](CO)N1C=O
Kohn-Sham gap   10.1 eV
Net charge   0

Last column: Löwdin charge in e.
Atoms and positions in Å:
C: -1.22 1.64 -0.27  -0.042
C: -0.38 0.63 0.52  -0.154
C: 0.52 -0.46 -0.10  -0.259
C: 1.88 -0.72 0.39  -0.262
C: -1.79 -1.47 -0.12  -0.269
H: -2.29 1.43 -0.22  0.071
H: -1.06 2.70 0.03  0.079
H: -0.71 1.71 -1.23  0.074
H: -0.15 0.89 1.55  0.129
H: 0.52 -0.59 -1.16  0.151
H: 1.98 -1.65 0.87  0.113
H: 1.94 0.10 1.21  0.150
H: 3.11 0.42 -0.40  0.103
H: -1.56 -2.35 -0.69  0.125
N: -0.69 -0.83 0.43  0.004
O: 2.81 -0.48 -0.59  -0.024
O: -2.92 -0.97 -0.21  0.010

***

5.
Computed, not measured: a 15-piece molecular cluster, C4H34O15 overall, with ωB97M-V/def2-TZVPD.

Molar mass   322.3 u
Relative energy (zero: lowest compared OMol25 entry of this formula, charge and spin)   16.6 kcal per mole
E   -1301.360455 a.u.
Lowest unoccupied orbital energy   -0.07 eV
HOMO energy   -9.46 eV
2S+1   1
Kohn-Sham gap   9.4 eV
Net charge   0

Last column: Löwdin charge in e.
Atoms and positions in Å:
C: -3.17 -0.24 1.46  0.082
C: -2.74 -1.19 0.64  -0.431
O: -1.54 -0.91 0.02  -0.019
C: -3.37 -2.43 0.16  -0.113
C: -2.68 -3.16 -0.72  0.066
H: -2.61 0.67 1.57  0.048
H: -4.12 -0.22 1.99  0.071
H: -1.20 -0.06 0.30  0.069
H: -4.11 -2.92 0.78  0.116
H: -1.96 -2.75 -1.41  0.056
H: -2.81 -4.21 -0.94  0.075
H: -2.19 -0.77 -4.28  0.041
H: -3.22 0.09 -3.34  -0.005
O: -2.45 0.09 -3.96  -0.072
H: 1.42 3.34 -1.96  0.062
H: 0.73 1.96 -1.69  0.005
O: 1.59 2.44 -1.68  -0.067
H: 0.28 1.82 0.98  0.040
H: -0.38 2.05 2.40  0.006
O: -0.55 1.88 1.47  -0.049
H: 3.14 -2.60 -0.26  -0.024
H: 4.01 -2.59 -1.48  0.040
O: 3.87 -3.10 -0.67  -0.065
H: 0.82 -1.50 -2.33  0.033
H: 1.27 -2.94 -2.00  0.044
O: 0.57 -2.30 -1.86  -0.040
H: -0.58 1.08 -3.09  0.063
H: -1.07 0.31 -1.90  0.037
O: -0.25 0.65 -2.29  -0.053
H: 3.08 1.23 -1.93  -0.014
H: 4.08 0.46 -1.05  -0.022
O: 3.98 0.86 -1.92  -0.075
H: 1.41 -1.19 -0.31  0.017
H: 1.39 -2.19 0.90  0.057
O: 1.86 -1.45 0.50  -0.051
H: -3.77 -1.07 -1.47  0.008
H: -5.07 -0.26 -1.76  0.075
O: -4.19 -0.45 -2.08  -0.036
H: 1.73 2.97 3.16  0.038
H: 0.26 3.10 3.76  0.003
O: 1.09 2.61 3.78  -0.055
H: 4.56 -0.98 0.54  0.026
H: 4.01 0.02 1.55  0.045
O: 4.63 -0.05 0.81  -0.058
H: 0.07 -1.18 3.66  0.040
H: -0.68 -1.57 2.29  -0.003
O: -0.22 -1.88 3.07  -0.041
H: -1.43 4.04 2.23  0.041
H: -2.31 3.36 3.23  0.053
O: -1.60 4.00 3.17  -0.043
H: 4.25 2.53 0.52  0.042
H: 2.76 2.03 0.45  -0.009
O: 3.39 2.56 0.95  -0.051

***

6.
Computed, not measured: one molecule with the formula CHBrN4O, with ωB97M-V/def2-TZVPD.

Molar mass   164.9 u
Relative energy (zero: lowest compared OMol25 entry of this formula, charge and spin)   9.9 kcal per mole
E   -2906.870281 a.u.
Lowest unoccupied orbital energy   -2.03 eV
HOMO energy   -10.74 eV
2S+1   1
SMILES   OC1(Br)N=NN=N1
Kohn-Sham gap   8.7 eV
Net charge   0

Last column: Löwdin charge in e.
Atoms and positions in Å:
C: 0.97 0.49 -0.35  -0.744
N: 1.07 1.19 0.99  -0.028
N: 1.56 1.49 -1.21  0.020
N: 1.66 2.22 0.84  0.000
N: 1.94 2.46 -0.60  0.056
O: -0.14 -0.13 -0.82  0.052
Br: 2.63 -0.87 0.17  0.509
H: -0.57 -0.61 -0.09  0.136